(1)
The following is a quantum chemistry calculation of a structure of composition C26H44BCl3F6GeN3NaO4P2S2, from the OMol25 dataset.

Output
Total charge: -1
E in eV: -196074.1732
<S²>: 0.7546
Spin multiplicity: 2
ΔE to the lowest compared entry with this formula, charge and spin in kcal/mol: 0.0
HOMO energy (alpha / beta) in eV: -5.333 / -5.859

CARTESIAN COORDINATES (ANGSTROEM)
Ge1 -2.64317 4.09347 -1.13394
Cl1 -0.92468 4.57580 0.36327
Cl2 -1.37420 2.32763 -2.08158
Cl3 -2.07116 5.65715 -2.68996
S1 -2.02109 1.83371 2.74313
S2 0.39468 2.23214 4.02901
P1 -2.49865 -1.53323 -0.11451
P2 2.35019 1.58970 -1.08261
Na1 -0.58848 1.78701 0.31629
F1 0.11297 0.11380 5.61221
F2 -3.87748 3.69780 2.63163
F3 0.57646 -0.40520 3.56439
F4 -3.31970 3.15140 4.64106
F5 2.11513 0.38955 4.85049
F6 -2.01351 4.41190 3.45950
O1 -0.38941 2.74893 5.10938
O2 -2.49125 1.74714 1.37741
O3 1.65838 2.81131 3.69575
O4 -2.39626 0.79834 3.66507
N1 -0.19074 -2.17452 -1.37807
N2 1.83859 -1.09447 -1.31585
N3 -0.43434 2.07800 2.65410
C1 -1.60662 -2.48419 -1.44109
C2 2.96974 3.33010 0.96812
C3 2.05951 -2.46293 -1.46612
C4 0.81791 0.47370 4.54031
C5 -2.47210 -2.76677 1.30503
C6 0.75943 -4.49964 -1.62877
C7 4.91697 1.98020 0.19517
C8 2.89048 2.52182 -2.60753
C9 2.62858 4.01473 -2.39411
C10 -5.01434 -2.66817 -1.01865
C11 3.24549 -3.16502 -1.57669
C12 1.93001 2.02851 -3.70492
C13 3.40339 1.97490 0.40778
C14 -4.07094 -0.68129 -2.19100
C15 1.95631 -5.20480 -1.72591
C16 -5.03065 -0.40830 0.05580
C17 -1.06465 -2.62733 1.89729
C18 -2.70285 -4.24684 0.99321
C19 3.17986 -4.55026 -1.70335
C20 3.04315 0.89658 1.43787
C21 -4.22797 -1.37382 -0.82795
C22 -2.85186 3.38581 3.42016
C23 2.90735 -0.13661 -1.49204
C24 0.81923 -3.12329 -1.50094
C25 -3.47458 -2.32989 2.37508
C26 4.32944 2.33265 -3.09392
B1 0.42940 -0.89737 -1.27734
H1 -4.49283 -2.60362 2.09761
H2 -2.00322 -2.21197 -2.42135
H3 5.42233 2.02774 1.16288
H4 1.63545 4.20523 -1.98422
H5 -5.91258 -2.47165 -1.61016
H6 3.44368 3.48688 1.93761
H7 2.69497 4.52735 -3.35592
H8 -1.95648 -4.65397 0.31315
H9 -5.97456 -0.17775 -0.44530
H10 -5.33854 -3.08566 -0.06633
H11 4.60774 1.28534 -3.21235
H12 -3.68891 -4.44908 0.58281
H13 4.19577 -2.64972 -1.56236
H14 -3.24018 -2.84374 3.31090
H15 1.89425 3.39363 1.12899
H16 1.92796 -6.28189 -1.82661
H17 -3.43482 -1.26093 2.57357
H18 3.43459 1.19395 2.41099
H19 2.12070 2.59323 -4.62040
H20 5.23849 2.84774 -0.37876
H21 -5.04456 -0.29352 -2.49578
H22 1.96285 0.76951 1.55180
H23 -4.49474 0.52485 0.21364
H24 -0.98886 -3.26373 2.78292
H25 3.25516 4.15024 0.31104
H26 -0.86253 -1.60317 2.20171
H27 4.43283 2.80146 -4.07568
H28 5.27170 1.08293 -0.31361
H29 -3.74106 -1.36628 -2.97137
H30 3.46105 -0.07870 1.18415
H31 5.05689 2.80025 -2.43271
H32 -4.43655 -3.42945 -1.54410
H33 0.88901 2.17153 -3.42372
H34 3.36721 4.46310 -1.73123
H35 -0.18792 -5.02048 -1.66308
H36 3.76682 -0.42468 -0.87931
H37 -5.26878 -0.82775 1.02966
H38 -0.29014 -2.93666 1.19381
H39 3.24377 -0.16777 -2.53466
H40 2.07793 0.97163 -3.93465
H41 -2.61262 -4.81806 1.92193
H42 4.09565 -5.11952 -1.78730
H43 -1.73342 -3.56212 -1.34797
H44 -3.37547 0.15550 -2.15195


(2)
The following is a quantum chemistry calculation of a cluster of 9 separate species, C10H32F6N12O14PS2 in total in a non-equilibrium geometry, from the OMol25 dataset.

Output
Total charge: -1
E in eV: -104709.0437
Spin multiplicity: 1
HOMO energy in eV: -7.211

CARTESIAN COORDINATES (ANGSTROEM)
S1 -0.15030 6.89596 -2.57970
S2 -0.15677 4.49118 4.26286
P1 0.41964 0.79634 -0.45695
F1 1.53403 -0.47631 -0.45471
F2 -0.79189 -0.27609 -0.36182
F3 0.37012 0.79396 -2.07575
F4 -0.69048 1.99339 -0.47267
F5 0.44075 0.82930 1.16400
F6 1.63398 1.86982 -0.42389
O1 -1.35274 3.39498 4.66193
O2 0.56839 7.73430 -3.54651
O3 -0.51507 5.45546 -3.34506
O4 0.85051 6.07558 -1.56128
O5 1.13399 3.82787 4.47096
O6 -0.65410 4.45729 2.70165
O7 2.14865 -4.01527 1.78505
O8 -3.33217 -1.63852 1.63730
O9 -1.32839 7.40078 -1.84420
O10 -3.31488 -1.30512 -4.04228
O11 -1.43395 -5.22157 -0.72865
O12 -0.39559 5.80427 4.91791
O13 1.55422 -1.59182 -5.29299
O14 2.29803 -1.36633 4.58157
N1 -2.53525 0.41505 -2.79508
N2 -2.41443 -3.33207 -0.88298
N3 1.24493 -1.75086 -3.08780
N4 3.74944 -5.12855 0.55264
N5 2.08955 0.51064 3.32524
N6 -1.80113 -0.89254 3.15716
N7 2.87003 -3.55884 -0.37327
N8 -2.77618 -2.73832 3.49759
N9 1.56997 -1.37638 2.38713
N10 -0.49094 -3.31785 -0.03219
N11 2.45064 -3.26735 -4.04860
N12 -1.17051 -0.62731 -3.99857
C1 1.94807 -0.79018 3.54840
C2 -1.53469 2.46229 3.56875
C3 2.79863 -4.23509 0.75911
C4 -1.42939 -4.02801 -0.55690
C5 -1.48289 3.29622 2.29240
C6 -2.40494 -0.55318 -3.63414
C7 -0.39760 4.32263 -2.56990
C8 1.77655 -2.13985 -4.25797
C9 -2.64399 -1.71914 2.66931
C10 0.40477 4.73310 -1.29965
H1 -2.12231 -2.84435 4.26004
H2 1.22963 4.03289 -1.16767
H3 -2.51418 1.98632 3.61519
H4 -3.51605 0.60252 -2.64344
H5 0.20593 3.61672 -3.14045
H6 -1.79448 0.76044 -2.20173
H7 -0.76086 1.69756 3.50183
H8 -3.32999 -3.50879 3.15152
H9 4.06878 -5.70137 1.32075
H10 2.64546 1.06754 3.95842
H11 3.66662 -3.78756 -0.95052
H12 3.96498 -5.35086 -0.40873
H13 -1.81429 -0.00713 2.67137
H14 2.46339 -3.86042 -3.23116
H15 -0.94394 -1.42100 -4.58066
H16 -0.60588 -2.32558 0.11715
H17 -3.20949 -3.53780 -1.47090
H18 1.96697 0.96600 2.43209
H19 0.22435 -4.01188 0.13145
H20 3.06248 -3.40872 -4.83966
H21 -2.43457 3.64685 1.89306
H22 -1.16289 -1.12990 3.90308
H23 -1.39817 3.98891 -2.29497
H24 -2.21461 -2.36938 -0.65187
H25 1.25355 -0.84059 1.59157
H26 1.54227 -2.38537 2.35147
H27 -0.84881 2.83391 1.53589
H28 -0.47576 0.09949 -3.90280
H29 1.39315 -2.29099 -2.24733
H30 2.44016 -2.65938 -0.21115
H31 -0.35695 4.82193 -0.52505
H32 0.71885 -0.89413 -3.18446


(3)
The following is a quantum chemistry calculation of a structure of composition C2BrI3O in a non-equilibrium geometry, from the OMol25 dataset.

Output
E in eV: -98462.0897
Spin multiplicity: 1
ΔE to the lowest compared entry with this formula, charge and spin in kcal/mol: 68.2
HOMO energy (alpha / beta) in eV: -8.253 / -8.298

CARTESIAN COORDINATES (ANGSTROEM)
I1 1.87348 -0.98444 1.65066
I2 1.56088 -0.91126 -1.90583
I3 1.13615 2.12954 -0.07774
Br1 -2.22235 1.39452 0.06525
O1 -1.84565 -1.35036 0.25013
C1 1.03228 -0.02022 -0.02553
C2 -1.53477 -0.25779 0.04305


(4)
The following is a quantum chemistry calculation of the molecule C5H7NOS in a non-equilibrium geometry, from the OMol25 dataset.

Output
Structure (SMILES): C=C1CSN(C=O)C1
E in eV: -19670.0874
Spin multiplicity: 1
ΔE to the lowest compared entry with this formula, charge and spin in kcal/mol: 34.9
HOMO energy in eV: -8.828

CARTESIAN COORDINATES (ANGSTROEM)
S1 0.48857 1.92492 -0.38677
O1 2.90851 -0.89232 0.25960
N1 1.24944 0.45339 -0.45635
C1 -1.99905 -0.99582 -0.03226
C2 -0.95961 -0.21008 -0.04458
C3 2.46296 0.23808 0.21390
C4 -0.92933 1.19464 0.51625
C5 0.38177 -0.67270 -0.70026
H1 -1.90395 1.68956 0.41811
H2 -2.88152 -0.59306 0.49835
H3 0.27104 -0.79963 -1.79787
H4 -0.75460 1.12399 1.62556
H5 0.71334 -1.63274 -0.28047
H6 2.90967 1.14753 0.62847
H7 -1.95725 -1.97576 -0.46168


(5)
The following is a quantum chemistry calculation of the molecule CF3IOS in a non-equilibrium geometry, from the OMol25 dataset.

Output
E in eV: -30169.5524
Spin multiplicity: 1
ΔE to the lowest compared entry with this formula, charge and spin in kcal/mol: 57.3
HOMO energy in eV: -9.523

CARTESIAN COORDINATES (ANGSTROEM)
I1 -2.28319 -0.69297 0.25801
S1 -0.68250 0.03692 -1.42678
F1 0.01073 0.99100 0.79639
F2 0.70596 -0.99820 0.67791
F3 1.69431 0.60182 -0.47865
O1 -3.13346 0.63321 1.20060
C1 0.50607 0.12138 -0.01004